1.
{
  "formula": "C4H13N2O",
  "method": "the ωB97M-V functional and the def2-TZVPD basis",
  "elements": ["C", "C", "C", "C", "N", "N", "H", "H", "H", "H", "H", "H", "H", "H", "H", "H", "H", "H", "H", "O"],
  "xyz": [[-0.34395, -1.33578, -0.64250], [-0.38308, -0.53677, 0.64798], [-1.07965, 0.78867, 0.52855], [-0.48463, 1.96039, 0.73592], [-2.36667, 0.67637, -0.01399], [0.50045, -0.68097, -1.67522], [0.09673, -2.31143, -0.46122], [-1.32029, -1.54362, -1.06218], [-0.87860, -1.14621, 1.39671], [0.64356, -0.40737, 0.97981], [-1.00657, 2.90404, 0.58193], [0.52799, 2.11655, 1.07180], [-2.94569, 1.49210, 0.07376], [-2.78794, -0.23181, 0.06902], [-0.03663, 0.03193, -2.20759], [1.27297, -0.17559, -1.22329], [0.83993, -1.43905, -2.38312], [3.76805, 0.45445, 0.90655], [3.09208, -0.73868, 1.53857], [2.89195, 0.12279, 1.13850]],
  "forces_ev_per_a": [[-0.038, -0.285, 0.331], [0.206, 0.070, -0.047], [-0.054, -0.076, -0.657], [-0.076, 0.823, 0.173], [0.791, 0.057, 0.171], [-0.672, 0.055, -0.333], [0.224, -0.088, 0.073], [-0.134, 0.201, -0.195], [-0.252, -0.205, 0.236], [-0.037, 0.233, 0.134], [-0.199, -0.262, -0.056], [0.142, -0.594, 0.057], [-0.291, -0.182, 0.003], [-0.394, 0.220, 0.127], [-0.007, -0.120, -0.004], [0.511, -0.184, -0.080], [0.264, 0.347, 0.121], [-0.127, 0.124, -0.087], [-0.183, 0.237, -0.124], [0.326, -0.372, 0.157]],
  "relative_energy_kj_mol": 156.84,
  "multiplicity": 2,
  "lumo_energy_ev": [0.67, 0.46],
  "charge": 0,
  "gap_ev": [3.9710, 8.9295],
  "total_energy_ev": -9383.064,
  "homo_ev": [-3.31, -8.47]
}

***

2.
{
  "formula": "C25H18NO4",
  "method": "the ωB97M-V functional and the def2-TZVPD basis",
  "elements": ["O", "C", "O", "C", "O", "C", "C", "C", "C", "C", "C", "C", "N", "C", "O", "C", "C", "C", "C", "C", "C", "C", "C", "C", "C", "C", "C", "C", "C", "C", "H", "H", "H", "H", "H", "H", "H", "H", "H", "H", "H", "H", "H", "H", "H", "H", "H", "H"],
  "xyz": [[-1.67746, 5.92182, 1.51717], [-0.61881, 6.52470, 1.71441], [-0.33470, 7.70021, 1.46763], [0.42857, 5.63975, 2.47440], [1.65109, 5.54433, 1.66545], [1.96401, 4.48080, 0.86939], [3.25162, 4.29939, 0.49108], [3.73973, 3.25281, -0.26153], [2.81578, 2.29159, -0.59825], [1.44256, 2.31229, -0.29981], [0.62929, 1.13916, -0.65325], [0.95077, -0.14086, -0.46582], [2.16492, -0.65605, 0.00799], [2.17657, -1.96455, -0.26238], [3.19561, -2.62046, -0.47857], [0.76887, -2.45436, -0.30842], [0.30241, -3.83815, -0.13582], [-0.87372, -4.12114, 0.56424], [-1.61428, -5.26390, 0.39070], [-1.07332, -6.29478, -0.43520], [0.18153, -6.07669, -1.04230], [0.83366, -4.81448, -0.95322], [0.02606, -1.25843, -0.32963], [-1.41702, -1.14642, -0.57985], [-2.27882, -0.54471, 0.35132], [-3.70883, -0.39716, 0.20029], [-4.18955, -0.96168, -0.95598], [-3.34388, -1.44647, -1.98770], [-2.00873, -1.71594, -1.75399], [1.03206, 3.49554, 0.43762], [0.12489, 4.62036, 2.73110], [0.58599, 6.13490, 3.40050], [3.89050, 5.10136, 0.96932], [4.86956, 3.23254, -0.51281], [3.14250, 1.41681, -1.20256], [-0.35686, 1.35631, -0.91852], [3.05712, -0.13539, -0.06145], [-1.18620, -3.33098, 1.18590], [-2.51278, -5.56973, 0.90632], [-1.61787, -7.19364, -0.61100], [0.47923, -7.05816, -1.40269], [1.78830, -4.62180, -1.44325], [-1.92644, -0.16039, 1.21225], [-4.31158, 0.27053, 0.88618], [-5.26300, -0.92758, -1.06334], [-3.74111, -1.68479, -3.00114], [-1.54355, -1.97135, -2.70736], [0.10535, 3.63481, 0.98255]],
  "forces_ev_per_a": [[-1.294, -0.726, -0.384], [-0.124, -0.561, 0.472], [0.739, 0.309, 0.030], [0.099, -0.565, -1.803], [0.846, -0.251, 0.224], [-2.857, -1.155, 0.050], [2.930, 2.571, 1.185], [1.192, 0.574, 0.223], [0.236, -2.070, -1.674], [1.365, 2.256, 1.098], [0.534, 0.849, 0.986], [-0.285, 0.552, 1.979], [1.309, 2.139, -0.625], [1.499, -3.069, -0.456], [-0.649, 0.218, 0.449], [-0.997, 2.828, 1.397], [-0.602, 0.105, -1.413], [-0.113, 0.352, -0.157], [0.930, -2.100, -0.833], [0.903, 2.789, 0.420], [-1.389, -0.380, 1.051], [0.448, -1.996, -0.141], [0.613, -2.766, -1.915], [-1.515, -0.730, 0.109], [-2.112, -0.607, -2.377], [2.288, -0.087, -0.265], [-0.756, 0.501, -0.615], [-0.991, -0.909, 0.538], [-0.426, 2.249, -0.514], [0.112, -0.795, 0.607], [-0.391, 0.168, -0.329], [1.131, 0.591, 0.733], [-0.174, -1.046, -0.968], [-2.227, -0.266, 0.345], [-0.030, 0.799, 0.278], [-1.575, 0.085, -0.355], [-1.050, -0.562, -0.027], [-0.754, 0.681, 0.829], [-0.209, 0.798, 0.277], [-0.156, -0.603, 0.072], [1.153, 0.760, -0.934], [-0.292, -0.132, -0.020], [1.743, 1.307, 2.711], [0.751, -1.357, -0.719], [-0.176, 0.064, -0.629], [0.046, 0.076, 1.093], [0.974, -0.414, 0.859], [-0.698, -0.477, -0.863]],
  "relative_energy_kj_mol": 262.64,
  "lumo_energy_ev": 1.44,
  "charge": -1,
  "gap_ev": 5.9071,
  "total_energy_ev": -35896.146,
  "smiles": "O=C([O-])COc1cccc(/C=C2\\NC(=O)C(c3ccccc3)=C2c2ccccc2)c1",
  "homo_ev": -4.47
}

***

3.
{
  "formula": "C3H9O2",
  "method": "the ωB97M-V functional and the def2-TZVPD basis",
  "elements": ["C", "C", "C", "O", "O", "H", "H", "H", "H", "H", "H", "H", "H", "H"],
  "xyz": [[-3.24686, 0.70674, -0.26418], [0.13867, -2.10112, 0.03921], [2.05265, 0.95724, -0.09380], [-2.41472, -0.06572, 0.12114], [0.09063, -0.98051, 0.43942], [-4.19258, 0.41874, -0.71762], [-3.18611, 1.76937, -0.15500], [2.74745, 0.24627, -0.31454], [1.09949, -2.54328, 0.00912], [-0.76610, -0.56516, 0.53414], [-0.65566, -2.81566, -0.18053], [1.61070, 0.84485, 0.83944], [2.37929, 2.02810, -0.34384], [1.28688, 0.54679, -0.82156]],
  "forces_ev_per_a": [[-4.124, 3.164, -2.153], [0.187, -4.080, -0.507], [-2.029, 2.271, -2.894], [4.341, -3.806, 2.105], [0.865, 2.331, 1.105], [-0.348, -0.422, -0.140], [0.306, 1.067, 0.299], [2.834, -1.579, 0.151], [1.302, -0.204, -0.290], [-2.055, 0.778, -0.129], [-0.787, 0.761, -0.145], [-0.256, 0.110, 1.854], [-0.559, -1.840, 0.372], [0.322, 1.448, 0.373]],
  "relative_energy_kj_mol": 0.00,
  "multiplicity": 3,
  "lumo_energy_ev": [-6.45, -7.21],
  "charge": 1,
  "gap_ev": [4.6648, 8.9486],
  "total_energy_ev": -7337.747,
  "homo_ev": [-11.11, -16.16]
}